The following is a DFT calculation (wB97M-V/def2-TZVPD) of a gas-phase ion, C3H5O3 (charge -1).

As for the total charge: -1. As for the energy relative to the best compared isomer or geometry (same formula, charge and spin): 27.8 kcal per mole. As for the SMILES: O=C([O-])CCO.

CARTESIAN COORDINATES (ANGSTROEM)
O (1.5437, -1.1715, 1.3289)
C (1.0841, -0.0326, 1.3203)
O (1.0391, 0.7211, 2.2657)
C (0.4266, 0.3494, -0.1152)
C (-0.8216, -0.3693, -0.1584)
O (-1.3182, -0.3310, -1.5701)
H (0.2197, 1.4721, -0.3799)
H (1.1731, 0.1832, -1.0408)
H (-1.5648, 0.3351, 0.1959)
H (-1.0681, -1.3299, 0.2702)
H (-0.7136, 0.1734, -2.1167)

The following is a DFT calculation (wB97M-V/def2-TZVPD) of a molecular structure, C28H23O8PSSi2.

As for the total charge: 0.

CARTESIAN COORDINATES (ANGSTROEM)
O (4.5883, 3.4542, -3.8433)
Si (3.5525, 3.3861, -2.5726)
O (3.2605, 4.8789, -1.9030)
Si (2.8032, 6.2267, -2.7456)
S (0.7246, 6.6472, -2.4823)
P (1.6319, 2.3737, -3.2394)
O (1.4291, 3.2394, -4.6505)
O (0.5115, 3.0525, -2.2310)
H (4.1886, 3.3625, -4.7129)
H (4.1462, 2.5624, -1.5097)
H (3.0905, 6.0758, -4.1821)
H (3.4835, 7.4037, -2.1894)
H (0.2515, 5.6100, -3.1868)
H (0.5114, 3.4729, -4.8193)
H (0.8103, 3.8331, -1.7456)
C (2.3874, 0.8146, 0.6101)
C (1.3051, 0.4024, -0.1590)
C (1.1472, -0.9382, -0.4704)
C (2.0727, -1.8698, -0.0188)
C (3.1710, -1.4514, 0.7379)
C (3.3220, -0.1072, 1.0533)
C (4.1971, -2.4224, 1.2115)
O (5.1451, -2.0637, 1.8770)
C (4.0200, -3.8556, 0.8356)
C (4.9824, -4.7779, 1.2285)
C (4.8332, -6.1146, 0.9009)
C (3.7192, -6.5378, 0.1836)
C (2.7582, -5.6231, -0.2114)
C (2.9065, -4.2789, 0.1086)
C (1.8657, -3.3097, -0.3431)
O (0.8839, -3.6845, -0.9484)
H (2.5055, 1.8611, 0.8634)
H (0.5757, 1.1207, -0.5075)
H (0.3047, -1.2693, -1.0620)
H (4.1720, 0.1997, 1.6471)
H (5.8403, -4.4330, 1.7892)
H (5.5853, -6.8309, 1.2046)
H (3.6032, -7.5839, -0.0682)
H (1.8873, -5.9349, -0.7716)
C (-3.9792, -3.1514, 3.2345)
C (-2.8270, -3.0773, 2.4588)
C (-2.6013, -1.9749, 1.6526)
C (-3.5326, -0.9435, 1.6141)
C (-4.6944, -1.0230, 2.3835)
C (-4.9110, -2.1280, 3.1976)
C (-5.7221, 0.0565, 2.3403)
O (-6.7266, -0.0042, 3.0159)
C (-5.4741, 1.2141, 1.4313)
C (-6.4334, 2.2151, 1.3393)
C (-6.2197, 3.3027, 0.5098)
C (-5.0447, 3.3987, -0.2285)
C (-4.0863, 2.4036, -0.1423)
C (-4.2992, 1.3065, 0.6838)
C (-3.2615, 0.2386, 0.7482)
O (-2.2296, 0.3237, 0.1179)
H (-4.1502, -4.0124, 3.8674)
H (-2.1042, -3.8823, 2.4834)
H (-1.7084, -1.9015, 1.0462)
H (-5.8131, -2.1725, 3.7922)
H (-7.3397, 2.1277, 1.9226)
H (-6.9691, 4.0799, 0.4371)
H (-4.8792, 4.2524, -0.8727)
H (-3.1678, 2.4608, -0.7108)

The following is a DFT calculation (wB97M-V/def2-TZVPD) of 2 unconnected molecules or ions with the total composition C5H9N2.

As for the total charge: +1. As for the energy relative to the best compared isomer or geometry (same formula, charge and spin): 150.4 kcal per mole.

CARTESIAN COORDINATES (ANGSTROEM)
C (0.0354, 1.6281, -1.7729)
C (-0.3302, 0.4955, -2.2097)
C (0.0482, 1.0601, 2.0071)
C (0.1763, -0.2840, 1.2804)
C (0.3697, -1.7266, 1.5647)
N (0.2612, 0.7946, 0.6364)
N (-0.6195, -0.6157, -2.8059)
H (0.0299, 2.6070, -2.2360)
H (-0.9809, 1.2896, 2.4488)
H (0.8335, 1.6002, 2.5654)
H (1.3497, -1.8793, 0.9991)
H (-0.2968, -2.4914, 1.3641)
H (0.5159, -1.8767, 2.6828)
H (0.1171, 1.5742, -0.6381)
H (0.0795, -1.3477, -3.0505)
H (-1.5890, -0.8278, -2.8358)

The following is a DFT calculation (wB97M-V/def2-TZVPD) of a molecular structure, C17H25Br8NO3.

As for the total charge: 0.

CARTESIAN COORDINATES (ANGSTROEM)
C (1.8056, 0.7121, 1.2553)
C (0.9027, 0.7575, 2.4551)
C (0.1343, 2.1496, 2.9681)
C (-0.8839, 2.5524, 1.7041)
C (-2.0265, 1.6717, 1.2384)
C (-2.4975, 0.2306, 1.8601)
C (-2.9090, -0.9067, 0.7530)
N (-3.0584, -2.2148, 1.2303)
C (-2.6135, 2.6109, 0.0306)
O (-3.6809, 2.1862, -0.6960)
O (-1.9391, 3.9382, -0.1597)
C (-0.8157, 3.9325, 0.8113)
O (0.1301, 4.8759, 1.0404)
H (1.3301, 0.2673, 0.2575)
H (2.9555, 1.0296, 1.2804)
H (0.7069, -0.2286, 3.0701)
H (-0.4724, 1.9314, 3.9707)
H (0.9846, 2.9624, 3.1314)
H (-3.4612, 0.4211, 2.5273)
H (-1.6923, -0.2695, 2.5788)
H (-3.0729, -0.7211, -0.4038)
H (-2.8689, -2.1480, 2.2718)
Br (-2.8619, -2.1524, 4.6657)
C (-4.6598, -2.1166, 5.4206)
C (-5.0487, -3.4686, 5.9719)
Br (-5.5294, -4.7032, 4.5405)
H (-5.3297, -1.7600, 4.6334)
H (-4.6174, -1.3718, 6.2204)
H (-5.9463, -3.3888, 6.5917)
H (-4.2537, -3.9461, 6.5516)
Br (1.4727, 6.3022, -4.5197)
C (-0.3252, 6.3379, -3.7648)
C (-0.7142, 4.9859, -3.2135)
Br (-1.1949, 3.7513, -4.6449)
H (-0.9951, 6.6946, -4.5520)
H (-0.2828, 7.0827, -2.9650)
H (-1.6117, 5.0657, -2.5938)
H (0.0809, 4.5085, -2.6339)
Br (2.4732, -1.0022, -0.4952)
C (3.5608, -2.5253, -1.0440)
C (4.4979, -2.9548, 0.0607)
Br (6.0224, -1.7465, 0.2032)
H (4.0775, -2.2342, -1.9626)
H (2.8437, -3.3191, -1.2716)
H (4.9314, -3.9342, -0.1602)
H (4.0227, -2.9864, 1.0453)
Br (5.5986, -3.9400, -4.1449)
C (4.3016, -4.0858, -5.5941)
C (3.8059, -2.7247, -6.0237)
Br (2.5079, -2.0126, -4.7539)
H (3.5044, -4.7472, -5.2438)
H (4.8411, -4.5749, -6.4101)
H (3.2671, -2.7923, -6.9730)
H (4.6031, -1.9816, -6.1157)

The following is a DFT calculation (wB97M-V/def2-TZVPD) of 6 unconnected molecules or ions with the total composition C22H40BFN3O17PSi.

As for the total charge: 0. As for the energy relative to the best compared isomer or geometry (same formula, charge and spin): 131.2 kcal per mole. As for the SMILES: [H]/N=C(\C)C[Si@@](CCF)(B(O)N(C)C)P(N)O.O=C1OCCO1.O=C1OCCO1.O=C1OCCO1.O=C1OCCO1.O=C1OCCO1.

CARTESIAN COORDINATES (ANGSTROEM)
H (0.1434, 1.6354, 3.1326)
N (0.1024, 1.7951, 2.0813)
C (-0.2363, 0.5938, 1.5067)
C (-0.4335, -0.7294, 2.5082)
C (-0.4277, 0.3101, -0.0967)
Si (-0.1059, 1.8755, -1.2175)
C (-0.9884, 3.4831, -0.5127)
C (-2.6077, 3.1696, -0.2387)
F (-3.2507, 4.2289, 0.6134)
B (1.8138, 2.1918, -1.5201)
O (2.1478, 2.7999, -2.8296)
N (2.7918, 1.8407, -0.4148)
C (2.9523, 2.9523, 0.6002)
C (4.1663, 1.4787, -0.9291)
P (-1.1022, 1.4083, -3.1593)
N (-1.5098, 2.8938, -4.0572)
O (0.0353, 0.5276, -4.1833)
H (-1.5111, -0.6652, 2.9963)
H (-0.3273, -1.7317, 1.9004)
H (0.3782, -0.6822, 3.3805)
H (-1.5188, -0.0587, -0.3926)
H (0.3390, -0.5586, -0.3820)
H (-0.9914, 4.3526, -1.3308)
H (-0.4482, 3.8726, 0.4763)
H (-3.1485, 3.1838, -1.2852)
H (-2.7150, 2.0866, 0.2153)
H (2.3440, 1.9918, -3.4236)
H (1.9229, 3.4100, 0.9553)
H (3.6191, 3.8352, 0.2186)
H (3.4624, 2.4873, 1.5685)
H (4.9570, 2.2483, -0.4825)
H (4.5282, 0.3925, -0.5918)
H (4.2908, 1.5086, -2.0917)
H (-1.0980, 3.7563, -3.6380)
H (-2.5579, 2.9844, -4.1755)
H (-0.3556, 0.6612, -5.1140)
O (2.1414, -1.4477, -0.5856)
C (2.7267, -1.9116, 0.3786)
O (4.0525, -2.2366, 0.3938)
C (4.3906, -2.5213, 1.7383)
C (3.0811, -2.9037, 2.3482)
O (2.1404, -2.1744, 1.5832)
H (5.1259, -3.3289, 1.7905)
H (4.8171, -1.6214, 2.1936)
H (2.8682, -3.9730, 2.2449)
H (3.0182, -2.6293, 3.4048)
O (2.7474, -5.3707, 3.4208)
C (2.9013, -5.4448, 4.6285)
O (3.8327, -6.2328, 5.2410)
C (3.8436, -5.8690, 6.6086)
C (2.4881, -5.2755, 6.8170)
O (2.1633, -4.7509, 5.5436)
H (4.0168, -6.7440, 7.2411)
H (4.6475, -5.1444, 6.7753)
H (1.7402, -6.0271, 7.0912)
H (2.4915, -4.4853, 7.5727)
O (-1.6269, -8.9504, 3.8237)
C (-0.9260, -8.5206, 2.9227)
O (-0.8114, -9.0986, 1.6913)
C (-0.0982, -8.1888, 0.8749)
C (0.6663, -7.3679, 1.8622)
O (-0.1532, -7.3991, 3.0152)
H (0.5570, -8.7222, 0.1808)
H (-0.8150, -7.5923, 0.3008)
H (1.6389, -7.8074, 2.1074)
H (0.8167, -6.3400, 1.5208)
O (-1.1560, -0.0760, -7.3992)
C (-1.3060, 1.0944, -7.7080)
O (-2.5130, 1.7298, -7.7620)
C (-2.2443, 3.1088, -7.9328)
C (-0.8832, 3.1197, -8.5496)
O (-0.2881, 1.9391, -8.0455)
H (-2.9966, 3.5736, -8.5760)
H (-2.2633, 3.5967, -6.9527)
H (-0.9189, 3.0590, -9.6425)
H (-0.3028, 4.0004, -8.2613)
O (-8.0089, 9.0596, 0.0577)
C (-7.2940, 8.1023, 0.3031)
O (-6.1689, 7.7791, -0.3992)
C (-5.5107, 6.7576, 0.3262)
C (-6.6113, 6.1422, 1.1282)
O (-7.5158, 7.2140, 1.3156)
H (-5.0399, 6.0416, -0.3530)
H (-4.7385, 7.2123, 0.9555)
H (-7.1226, 5.3380, 0.5885)
H (-6.2606, 5.7578, 2.0899)

Number 1: electronic energy -9334.6953 eV, HOMO level -4.029 eV. Number 2: electronic energy -81674.8262 eV, HOMO level -8.661 eV. Number 3: electronic energy -8299.2085 eV, HOMO level -12.974 eV. Number 4: electronic energy -585994.5917 eV, HOMO level -7.598 eV. Number 5: electronic energy -83297.8966 eV, HOMO level -7.635 eV.